Entry 1:
Computed, not measured: a single C17H18ClN3OS molecule, with wB97M-V/def2-TZVPD.

CARTESIAN COORDINATES (ANGSTROEM)
Cl (-4.211, 4.924, 1.240)
S (1.457, -2.379, 0.386)
O (0.478, -1.386, -2.950)
N (1.205, 0.244, -1.583)
N (0.768, -4.528, -0.998)
N (-0.075, 2.171, 0.026)
C (-0.874, -5.571, 0.966)
C (2.066, -2.036, -1.300)
C (-0.708, -6.235, -0.244)
C (-2.008, 3.496, 0.680)
C (-0.662, 3.145, 0.815)
C (-0.214, -4.376, 1.175)
C (1.866, 0.764, -0.411)
C (-2.538, 4.523, 1.438)
C (0.301, 1.212, -2.167)
C (0.111, 3.859, 1.741)
C (-0.751, 1.650, -1.142)
C (0.808, 1.187, 0.614)
C (0.594, -3.897, 0.146)
C (-1.775, 5.224, 2.355)
C (0.128, -5.668, -1.191)
C (-0.442, 4.871, 2.496)
C (1.171, -1.038, -2.014)
H (-0.310, -3.819, 2.094)
H (-0.178, 0.749, -3.031)
H (-2.657, 2.965, 0.003)
H (2.010, -2.990, -1.827)
H (1.293, 1.592, 1.500)
H (-2.208, 6.019, 2.938)
H (3.095, -1.692, -1.220)
H (-1.390, 0.789, -0.891)
H (1.159, 3.633, 1.855)
H (0.302, -6.136, -2.150)
H (0.240, 0.292, 0.911)
H (0.176, 5.408, 3.200)
H (0.880, 2.084, -2.489)
H (2.454, 1.640, -0.708)
H (-1.515, -5.980, 1.734)
H (2.528, 0.025, 0.035)
H (-1.362, 2.432, -1.591)
H (-1.213, -7.166, -0.443)

Kohn-Sham gap: 8.611 eV
E_HOMO: -8.01 eV
energy above the lowest of the compared OMol25 structures with the same formula, charge and spin: 4.42 kcal per mole
SMILES string: O=C(CSc1ccccn1)N1CCN(c2cccc(Cl)c2)CC1
charge: 0
largest force on an atom: 0.49 eV/Å

Results of the Mulliken charge analysis, in e, for atoms 1 through 5: number 1, Cl, carries -0.23; number 2, S, carries -0.20; number 3, O, carries -0.65; number 4, N, carries 0.15; number 5, N, carries -0.35

***

Entry 2:
Computed, not measured: a single C2H4NP molecule at a distorted geometry, with wB97M-V/def2-TZVPD.

CARTESIAN COORDINATES (ANGSTROEM)
P (1.390, 0.542, 0.053)
N (0.788, -1.212, 0.317)
C (-0.426, 0.852, 0.119)
C (0.024, -0.495, -0.627)
H (-1.087, 0.846, 1.025)
H (0.388, -1.463, 1.225)
H (-0.307, -0.828, -1.670)
H (-0.770, 1.759, -0.440)

Kohn-Sham gap: 9.949 eV
E_HOMO: -8.97 eV
energy above the lowest of the compared OMol25 structures with the same formula, charge and spin: 32.94 kcal per mole
SMILES string: C1[C@@H]2NP12
charge: 0
largest force on an atom: 2.54 eV/Å

Results of the Mulliken charge analysis, in e, for atoms 1 through 5: number 1, P, carries 0.04; number 2, N, carries -0.50; number 3, C, carries -0.51; number 4, C, carries -0.10; number 5, H, carries 0.23

***

Entry 3:
Computed, not measured: a single C6H10N2 molecule at a distorted geometry, with wB97M-V/def2-TZVPD.

CARTESIAN COORDINATES (ANGSTROEM)
N (-0.628, -0.840, -0.946)
N (-0.695, -0.332, -2.141)
C (-0.492, 1.602, -0.775)
C (1.167, 0.573, 2.086)
C (-0.682, 0.944, -2.174)
C (1.019, 0.324, 0.816)
C (-0.252, 0.408, 0.134)
C (-0.658, -2.215, -0.624)
H (0.420, 0.898, 2.688)
H (0.220, -2.746, -1.051)
H (-1.482, 2.149, -0.602)
H (0.421, 2.286, -0.774)
H (-0.684, -2.399, 0.526)
H (2.139, 0.479, 2.579)
H (-1.090, 0.283, 0.930)
H (2.023, 0.169, 0.231)
H (-0.459, 1.456, -3.049)
H (-1.568, -2.649, -1.129)

Kohn-Sham gap: 8.595 eV
E_HOMO: -7.54 eV
energy above the lowest of the compared OMol25 structures with the same formula, charge and spin: 80.88 kcal per mole
SMILES string: C=C[C@H]1CC=NN1C
charge: 0
largest force on an atom: 5.03 eV/Å

Results of the Mulliken charge analysis, in e, for atoms 1 through 5: number 1, N, carries 0.62; number 2, N, carries -0.84; number 3, C, carries -0.42; number 4, C, carries -0.77; number 5, C, carries -0.40

***

Entry 4:
Computed, not measured: a 2-piece molecular cluster, C14H12N2O2S overall at a distorted geometry, with wB97M-V/def2-TZVPD.

CARTESIAN COORDINATES (ANGSTROEM)
S (-2.294, 3.137, -0.313)
O (4.943, -3.568, 1.985)
O (3.204, -0.107, -0.834)
N (4.298, -0.135, 1.536)
N (-1.829, 0.522, -1.968)
C (0.646, 2.825, 0.318)
C (-5.151, -0.860, 0.022)
C (-0.609, 0.984, -1.271)
C (0.698, 0.148, -1.453)
C (1.967, 0.645, -0.715)
C (-3.428, 1.654, -0.172)
C (-5.530, 0.387, 0.901)
C (5.767, -3.552, 0.834)
C (-3.911, -0.834, -0.934)
C (-4.645, 1.651, 0.780)
C (-3.002, 0.431, -1.074)
C (-0.622, 2.301, -0.403)
C (3.704, -0.329, 0.478)
C (1.943, 1.955, 0.143)
H (0.691, -0.781, -2.109)
H (-3.628, -1.743, -1.554)
H (-4.822, 2.616, 1.385)
H (-5.846, -1.769, 0.126)
H (0.607, 3.766, 0.961)
H (6.287, -4.507, 0.757)
H (4.494, -2.710, 2.023)
H (5.148, -3.403, -0.055)
H (2.872, 2.329, 0.706)
H (-2.049, 1.289, -2.641)
H (6.501, -2.746, 0.918)
H (-6.406, 0.407, 1.624)

Kohn-Sham gap: 8.298 eV
E_HOMO: -8.59 eV
energy above the lowest of the compared OMol25 structures with the same formula, charge and spin: 241.59 kcal per mole
SMILES string: N#COc1ccc2c(c1)Nc1ccccc1S2.CO
charge: 0
largest force on an atom: 7.23 eV/Å

Results of the Mulliken charge analysis, in e, for atoms 1 through 5: number 1, S, carries -0.21; number 2, O, carries -0.51; number 3, O, carries -0.29; number 4, N, carries -0.46; number 5, N, carries -0.42

***

Entry 5:
Computed, not measured: C4H16N8Na5O8S as an isolated structure at a distorted geometry, with wB97M-V/def2-TZVPD.

CARTESIAN COORDINATES (ANGSTROEM)
S (-1.238, 0.512, 0.284)
Na (-0.067, 3.591, 0.578)
Na (-3.769, 1.707, -1.099)
Na (-2.060, -1.145, -2.077)
Na (-4.355, 1.597, 2.255)
Na (-3.217, -1.397, 1.841)
O (-1.574, 1.086, -1.032)
O (1.519, 4.327, -3.209)
O (-0.188, 0.194, 5.673)
O (-0.203, 1.269, 0.931)
O (3.462, -2.408, 1.084)
O (-2.431, 0.708, 1.191)
O (-0.915, -0.917, 0.256)
O (0.843, -4.698, -2.359)
N (0.580, -2.507, -2.073)
N (-0.318, 3.046, -3.003)
N (0.420, 1.239, 3.823)
N (0.234, -3.414, -4.146)
N (-1.687, 0.245, 3.951)
N (1.331, 2.920, -1.432)
N (1.183, -2.304, 1.403)
N (2.368, -0.548, 0.527)
C (-0.455, 0.517, 4.533)
C (0.906, 3.447, -2.629)
C (2.402, -1.810, 1.027)
C (0.625, -3.614, -2.864)
H (-1.895, 0.664, 3.069)
H (-2.349, -0.348, 4.424)
H (1.376, 1.223, 4.146)
H (0.157, -4.140, -4.840)
H (1.172, -3.273, 1.676)
H (0.882, -2.440, -1.115)
H (-0.921, 2.511, -2.417)
H (0.379, -1.784, 1.039)
H (1.503, -0.078, 0.684)
H (-0.759, 3.790, -3.532)
H (3.110, 0.010, 0.151)
H (2.272, 3.217, -1.202)
H (0.916, 2.016, -1.274)
H (0.340, 1.156, 2.830)
H (-0.110, -2.548, -4.523)
H (0.530, -1.619, -2.553)

Kohn-Sham gap: 3.523 eV
E_HOMO: -15.91 eV
charge: +3
largest force on an atom: 3.64 eV/Å

Results of the Mulliken charge analysis, in e, for atoms 1 through 5: number 1, S, carries 1.53; number 2, Na, carries 0.95; number 3, Na, carries 0.96; number 4, Na, carries 0.85; number 5, Na, carries 1.01